# 1
The following is a quantum chemistry calculation of a cluster of 2 separate species, C5H7NO in total, from the Open Molecules 2025 dataset.

Structure (XYZ):
```
14
Properties=species:S:1:pos:R:3:lowdin_charge:R:1
O 0.355 1.937 -0.518 0.01
C 0.473 0.965 -1.367 -0.07
C 1.411 -0.161 -0.882 -0.20
C 1.996 0.075 0.439 -0.24
N 2.321 0.480 1.475 0.16
C -2.022 -0.612 -0.093 -0.08
C -1.450 -0.645 1.107 -0.08
H 0.874 1.842 0.323 0.09
H 0.803 -1.073 -0.874 0.11
H 2.185 -0.293 -1.644 0.12
H -2.099 0.308 -0.668 0.04
H -2.435 -1.506 -0.553 0.05
H -1.373 -1.565 1.681 0.05
H -1.040 0.249 1.572 0.05
```

## Properties
E_HOMO, eV: -9.33
HOMO-LUMO gap, eV: 9.9
Net charge: 0

=====

# 2
The following is a quantum chemistry calculation of a structure of composition C5H7NO, from the Open Molecules 2025 dataset.

Structure (XYZ):
```
14
Properties=species:S:1:pos:R:3:lowdin_charge:R:1
N 2.070 -1.314 0.864 0.16
C 0.909 -0.938 0.955 -0.22
O 0.495 -0.006 -1.122 -0.16
C 0.323 1.245 -0.395 -0.15
C -0.859 0.605 0.322 -0.24
C -0.962 -0.201 -0.981 -0.13
C -0.272 -0.429 1.277 -0.08
H 2.376 -1.813 0.034 0.08
H 0.062 2.013 -1.130 0.12
H 1.167 1.571 0.222 0.13
H -1.682 1.212 0.712 0.14
H -1.379 0.261 -1.875 0.12
H -1.360 -1.218 -0.852 0.12
H -0.889 -0.987 1.968 0.10
```

## Properties
E_HOMO, eV: -8.30
HOMO-LUMO gap, eV: 9.3
Net charge: 0

=====

# 3
The following is a quantum chemistry calculation of a structure of composition C5H7NO, from the Open Molecules 2025 dataset.

Structure (XYZ):
```
14
Properties=species:S:1:pos:R:3:lowdin_charge:R:1
C 2.489 -0.017 0.739 -0.12
N 1.397 0.876 0.396 0.07
C 0.359 0.383 -0.108 -0.41
O 0.037 -0.950 -0.440 0.00
C -1.236 -0.466 -0.950 -0.34
C -2.155 -0.085 0.164 0.00
C -0.863 0.975 -0.754 0.06
H 3.375 0.267 0.158 0.08
H 2.744 0.125 1.795 0.08
H 2.274 -1.079 0.560 0.07
H -1.586 -0.926 -1.870 0.14
H -1.973 -0.566 1.127 0.12
H -3.205 0.051 -0.118 0.11
H -1.812 1.296 0.117 0.15
```

## Properties
E_HOMO, eV: -8.94
HOMO-LUMO gap, eV: 9.5
Net charge: 0

=====

# 4
The following is a quantum chemistry calculation of a structure of composition C5H7NO, from the Open Molecules 2025 dataset.

Structure (XYZ):
```
14
Properties=species:S:1:pos:R:3:lowdin_charge:R:1
N 2.280 -0.008 0.540 0.08
C 1.828 -0.956 -0.075 -0.50
O 1.271 -1.822 -0.678 0.05
C -0.594 -0.325 -1.088 -0.08
C -1.192 -0.517 0.292 -0.14
C -0.654 0.917 0.532 -0.14
C -0.105 0.908 -0.832 -0.10
H 1.256 0.480 1.354 0.15
H -0.690 -0.926 -1.989 0.12
H -0.693 -1.249 0.933 0.11
H -2.276 -0.675 0.320 0.11
H 0.314 0.836 1.645 0.13
H -1.193 1.750 0.972 0.10
H 0.441 1.650 -1.403 0.11
```

## Properties
E_HOMO, eV: -9.51
HOMO-LUMO gap, eV: 9.4
Net charge: 0

=====

# 5
The following is a quantum chemistry calculation of an isolated molecule of C5H7NO, from the Open Molecules 2025 dataset.

Structure (XYZ):
```
14
Properties=species:S:1:pos:R:3:lowdin_charge:R:1
C -0.931 -1.203 0.283 -0.05
C -0.576 0.286 0.176 -0.37
C 0.770 0.502 -0.534 -0.13
C 1.939 0.195 0.384 -0.25
O 1.907 0.384 1.577 0.06
C -1.646 1.016 -0.520 -0.20
N -2.489 1.583 -1.074 0.15
H -1.883 -1.344 0.803 0.09
H -0.153 -1.733 0.842 0.08
H -1.016 -1.653 -0.712 0.09
H -0.484 0.711 1.182 0.14
H 0.833 -0.090 -1.454 0.12
H 0.876 1.549 -0.850 0.13
H 2.853 -0.203 -0.103 0.12
```

## Properties
E_HOMO, eV: -10.50
HOMO-LUMO gap, eV: 11.1
Net charge: 0
SMILES: C[C@H](C#N)CC=O

=====

# 6
The following is a quantum chemistry calculation of a structure of composition C5H7NO, from the Open Molecules 2025 dataset.

Structure (XYZ):
```
14
Properties=species:S:1:pos:R:3:lowdin_charge:R:1
C -1.699 -1.336 -0.676 -0.05
N -1.701 -0.383 0.216 0.08
C -0.536 0.213 0.432 -0.40
O -0.290 1.057 1.450 0.08
C 0.944 1.382 0.732 -0.22
C 1.826 0.203 0.500 -0.03
C 0.611 0.430 -0.384 -0.13
H -0.845 -1.993 -0.838 0.08
H -2.654 -1.659 -1.087 0.08
H -0.789 -0.490 -2.147 0.07
H 1.215 2.430 0.717 0.15
H 1.843 -0.610 1.226 0.11
H 2.793 0.437 0.061 0.10
H -0.144 -0.056 -1.850 0.07
```

## Properties
E_HOMO (spin up / spin down), eV: -8.30 / -8.30
HOMO-LUMO gap (spin up / spin down), eV: 8.1 / 8.1
Net charge: 0

=====

# 7
The following is a quantum chemistry calculation of an isolated molecule of C5H7NO, from the Open Molecules 2025 dataset.

Structure (XYZ):
```
14
Properties=species:S:1:pos:R:3:lowdin_charge:R:1
C -1.924 0.947 1.190 -0.04
C -0.760 0.402 0.426 -0.36
C 0.581 0.312 0.748 0.03
C 1.090 -0.381 -0.501 -0.45
N 2.404 -0.888 -0.696 0.07
C -0.004 -0.672 -1.331 -0.05
O -1.094 -0.196 -0.777 0.05
H -2.473 1.707 0.623 0.08
H -1.544 1.407 2.104 0.08
H -2.638 0.165 1.473 0.08
H 1.071 0.804 -0.559 0.20
H 2.981 -0.552 0.069 0.08
H 2.393 -1.899 -0.627 0.08
H -0.100 -1.171 -2.284 0.14
```

## Properties
E_HOMO, eV: -8.49
HOMO-LUMO gap, eV: 8.9
Net charge: 0

=====

# 8
The following is a quantum chemistry calculation of a cluster of 2 separate species, C5H7NO in total, from the Open Molecules 2025 dataset.

Structure (XYZ):
```
14
Properties=species:S:1:pos:R:3:lowdin_charge:R:1
C -2.062 0.580 0.112 -0.09
C -0.629 0.423 -0.280 -0.20
C 0.417 0.936 0.376 -0.12
C 1.792 0.486 0.116 -0.25
N 2.014 -0.568 -0.568 0.06
C 0.195 -2.303 0.211 -0.01
O 0.168 -3.040 -0.656 0.03
H -2.617 1.192 -0.607 0.08
H -2.161 1.023 1.107 0.08
H -2.544 -0.405 0.134 0.08
H -0.426 -0.189 -1.157 0.09
H 0.267 1.614 1.215 0.10
H 2.593 1.050 0.611 0.10
H 3.006 -0.799 -0.590 0.06
```

## Properties
E_HOMO, eV: -9.38
HOMO-LUMO gap, eV: 10.0
Net charge: 0

=====

# 9
The following is a quantum chemistry calculation of a structure of composition C5H7NO, from the Open Molecules 2025 dataset.

Structure (XYZ):
```
14
Properties=species:S:1:pos:R:3:lowdin_charge:R:1
N 0.024 -2.353 0.851 0.17
C -0.239 -1.406 0.072 -0.43
O -1.435 -0.794 -0.242 0.03
C -0.728 0.310 -0.876 -0.22
C -0.354 1.391 0.157 -0.10
C 1.019 0.695 0.385 -0.11
C 0.620 -0.395 -0.638 -0.14
H -0.815 -2.693 1.317 0.06
H -1.164 0.578 -1.840 0.15
H -1.036 1.402 1.010 0.12
H -0.276 2.400 -0.254 0.11
H 1.200 0.296 1.387 0.11
H 1.876 1.299 0.082 0.11
H 1.310 -0.732 -1.411 0.15
```

## Properties
E_HOMO, eV: -9.93
HOMO-LUMO gap, eV: 11.0
Net charge: 0

=====

# 10
The following is a quantum chemistry calculation of an isolated molecule of C5H7NO, from the Open Molecules 2025 dataset.

Structure (XYZ):
```
14
Properties=species:S:1:pos:R:3:lowdin_charge:R:1
C -1.967 -0.506 0.060 -0.05
C -0.834 -1.171 0.042 -0.08
C 2.536 0.422 0.172 0.02
C 1.587 -0.484 -0.090 -0.19
C -1.598 1.022 -0.020 -0.19
N 0.247 -0.273 -0.055 -0.10
O -0.234 1.064 -0.114 -0.04
H -2.925 -0.971 0.276 0.10
H -0.768 -2.195 0.277 0.11
H 3.502 0.153 0.014 0.01
H 2.139 1.441 0.288 0.06
H 2.016 -1.388 -0.490 0.11
H -2.127 1.477 -0.777 0.08
H -2.018 1.413 1.021 0.15
```

## Properties
E_HOMO, eV: -7.30
HOMO-LUMO gap, eV: 8.3
Net charge: 0
SMILES: C=CN1C=CCO1

=====

Record order is preserved below.
DFT total energy: -324.57757 -324.59268 -324.52670 -324.54424 -324.69699 -324.47201 -324.55594 -324.66406 -324.65628 -324.56275 a.u.
Record order is preserved below.
Relative energy (zero: lowest compared OMol25 entry of this formula, charge and spin): 92.2 82.7 124.1 113.1 17.2 158.4 105.8 37.9 42.8 101.5 kcal/mol